Formula: C20H22N2O4
Source: OMol25
Level of theory: ωB97M-V/def2-TZVPD

Each line ends with the Löwdin charge.
Geometry (Å):
C -7.057 0.006 -0.256  -0.06
C -5.960 0.413 -1.230  -0.22
H -6.032 1.482 -1.452  0.12
H -6.018 -0.165 -2.155  0.12
O -4.661 0.136 -0.708  -0.01
C -4.169 1.048 0.162  -0.55
O -4.718 2.063 0.486  0.12
N -2.947 0.607 0.598  0.07
N -2.216 1.360 1.429  0.08
C -1.072 1.018 1.863  -0.11
C -0.260 -0.193 1.668  -0.13
C 0.446 -0.645 2.783  -0.04
C 1.221 -1.784 2.713  -0.07
C 1.290 -2.496 1.535  0.01
C 0.615 -2.064 0.393  -0.20
C -0.142 -0.886 0.454  -0.17
O -0.727 -0.384 -0.705  -0.12
C -0.123 0.824 -1.182  -0.16
C 1.365 0.690 -1.236  -0.06
C 2.184 1.336 -0.411  -0.04
C 3.631 1.176 -0.355  -0.22
C 4.416 2.215 0.145  -0.04
C 5.791 2.097 0.205  -0.09
C 6.407 0.932 -0.219  -0.09
C 5.638 -0.115 -0.700  -0.08
C 4.263 0.003 -0.768  -0.03
H 3.672 -0.828 -1.121  0.11
H 6.114 -1.032 -1.018  0.10
H 7.482 0.837 -0.169  0.10
H 6.385 2.915 0.588  0.10
H 3.938 3.126 0.478  0.11
H 1.771 2.072 0.269  0.12
H 1.746 -0.032 -1.945  0.11
H -0.556 0.966 -2.177  0.13
H -0.408 1.668 -0.541  0.12
O 0.796 -2.855 -0.698  -0.07
C -0.067 -2.776 -1.812  -0.06
H 0.161 -1.919 -2.450  0.08
H -1.115 -2.726 -1.508  0.10
H 0.106 -3.695 -2.373  0.10
H 1.883 -3.393 1.453  0.12
H 1.767 -2.124 3.580  0.11
H 0.367 -0.094 3.708  0.11
H -0.660 1.730 2.568  0.12
H -2.577 -0.243 0.172  0.15
H -6.962 -1.046 0.001  0.08
H -8.028 0.175 -0.712  0.08
H -6.983 0.601 0.650  0.08

Frontier orbital gap: 9.11 eV
Energy above the lowest of the compared OMol25 structures with the same formula, charge and spin: 99.9 kcal per mole
2S+1: 1
SMILES string: CCOC(=O)N/N=C\c1cccc(OC)c1OC/C=C/c1ccccc1
Max |F|: 1.1 eV Å⁻¹

Formula: C20H22N2O5
Source: OMol25
Level of theory: ωB97M-V/def2-TZVPD

Each line ends with the Löwdin charge.
Geometry (Å):
C -0.591 5.699 2.331  -0.06
C -0.021 5.319 0.967  -0.24
O -0.760 4.292 0.337  -0.04
C -0.602 3.002 0.716  -0.27
C -1.423 2.079 0.056  0.01
C -1.346 0.739 0.340  -0.02
C -0.443 0.266 1.299  -0.22
C 0.373 1.185 1.953  -0.03
C 0.297 2.537 1.674  -0.04
H 0.943 3.215 2.211  0.11
H 1.079 0.839 2.695  0.12
C -0.348 -1.143 1.611  -0.08
N -1.096 -1.982 1.023  0.08
O -0.917 -3.315 1.385  -0.12
C -1.700 -4.152 0.541  -0.30
C -1.528 -5.587 1.024  -0.02
H -1.865 -5.674 2.054  0.08
H -0.480 -5.873 0.973  0.08
H -2.112 -6.250 0.394  0.09
C -1.253 -4.018 -0.924  -0.47
O -2.016 -4.150 -1.855  0.07
N 0.071 -3.794 -1.048  0.09
H 0.585 -3.607 -0.198  0.13
C 0.668 -3.304 -2.274  -0.12
C 0.877 -1.814 -2.165  -0.21
C -0.028 -0.931 -2.730  -0.03
C 0.100 0.448 -2.585  0.01
C 1.160 0.903 -1.840  -0.21
C 2.066 0.019 -1.253  -0.20
C 1.949 -1.339 -1.401  0.05
H 2.662 -2.009 -0.949  0.13
O 3.015 0.731 -0.565  0.04
C 2.694 2.090 -0.763  -0.16
O 1.524 2.189 -1.543  0.04
H 3.527 2.593 -1.282  0.14
H 2.528 2.571 0.213  0.12
H -0.600 1.132 -3.032  0.12
H -0.857 -1.324 -3.297  0.12
H 1.619 -3.821 -2.436  0.12
H -0.026 -3.546 -3.080  0.12
H -2.754 -3.850 0.593  0.15
H 0.384 -1.445 2.363  0.14
H -1.975 0.027 -0.169  0.12
H -2.112 2.457 -0.683  0.12
H -0.102 6.168 0.283  0.12
H 1.038 5.043 1.046  0.11
H -0.024 6.526 2.748  0.08
H -0.551 4.858 3.019  0.07
H -1.630 6.001 2.222  0.08

Frontier orbital gap: 8.64 eV
Energy above the lowest of the compared OMol25 structures with the same formula, charge and spin: 99.2 kcal per mole
2S+1: 1
SMILES string: CCOc1ccc(/C=N/O[C@H](C)C(=O)NCc2ccc3c(c2)OCO3)cc1
Max |F|: 1.3 eV Å⁻¹

Formula: C20H22N2O6S
Source: OMol25
Level of theory: ωB97M-V/def2-TZVPD

Each line ends with the Löwdin charge.
Geometry (Å):
C 4.474 -5.806 -1.863  -0.07
C 3.593 -4.782 -1.164  -0.27
O 2.383 -5.425 -0.814  -0.05
C 1.432 -4.721 -0.145  -0.27
C 0.278 -5.427 0.198  0.00
C -0.746 -4.812 0.885  -0.02
C -0.651 -3.467 1.238  -0.30
C 0.490 -2.760 0.888  -0.02
C 1.526 -3.379 0.208  0.00
H 2.400 -2.798 -0.039  0.11
H 0.575 -1.721 1.157  0.09
N -1.699 -2.826 1.906  -0.06
S -1.420 -1.660 3.084  0.66
O -2.626 -1.635 3.858  -0.29
O -0.169 -1.872 3.747  -0.27
C -1.332 -0.163 2.114  -0.28
C -0.204 0.631 2.166  -0.05
C -0.131 1.801 1.422  0.03
C -1.224 2.139 0.639  -0.12
C -2.367 1.335 0.601  -0.14
C -2.430 0.174 1.339  0.01
H -3.298 -0.464 1.336  0.13
C -3.391 1.934 -0.314  -0.08
H -4.332 2.112 0.206  0.12
H -3.595 1.269 -1.155  0.12
C -2.733 3.246 -0.774  -0.10
N -1.396 3.258 -0.185  0.03
C -0.463 4.208 -0.426  -0.38
O 0.654 4.169 0.071  0.06
C -0.893 5.332 -1.350  -0.08
H -1.828 5.756 -0.975  0.12
H -1.091 4.925 -2.345  0.14
C 0.157 6.446 -1.447  -0.08
H -0.308 7.344 -1.854  0.12
C 1.315 6.069 -2.373  -0.55
O 1.456 6.566 -3.456  0.11
O 2.152 5.155 -1.900  0.12
H 1.840 4.793 -1.036  0.08
H 0.551 6.667 -0.452  0.13
H -2.662 3.301 -1.863  0.13
H -3.299 4.115 -0.423  0.13
H 0.745 2.425 1.453  0.11
H 0.613 0.322 2.798  0.12
H -2.469 -3.425 2.161  0.12
H -1.629 -5.373 1.152  0.11
H 0.211 -6.467 -0.079  0.12
H 3.390 -3.935 -1.834  0.13
H 4.093 -4.404 -0.262  0.13
H 4.669 -6.642 -1.198  0.08
H 5.416 -5.348 -2.150  0.08
H 3.973 -6.180 -2.752  0.08

Frontier orbital gap: 8.34 eV
Energy above the lowest of the compared OMol25 structures with the same formula, charge and spin: 8.6 kcal per mole
2S+1: 1
SMILES string: CCOc1ccc(NS(=O)(=O)c2ccc3c(c2)CCN3C(=O)CCC(=O)O)cc1
Max |F|: 1.0 eV Å⁻¹

Formula: C20H22N2O6S
Source: OMol25
Level of theory: ωB97M-V/def2-TZVPD

Each line ends with the Löwdin charge.
Geometry (Å):
C 3.880 4.851 0.852  -0.11
H 3.246 5.376 1.576  0.09
O 3.833 3.458 1.053  -0.18
C 2.540 2.914 1.083  -0.20
C 1.857 2.886 -0.289  -0.13
H 1.577 3.888 -0.632  0.12
H 2.527 2.436 -1.030  0.15
O 0.684 2.093 -0.170  0.00
C -0.290 2.310 -1.082  -0.42
O -0.200 3.143 -1.955  0.11
C -1.422 1.414 -0.865  -0.03
C -2.505 1.376 -1.683  -0.25
N -3.469 0.413 -1.511  0.09
C -3.511 -0.285 -0.441  -0.60
N -2.642 -0.119 0.621  0.07
C -2.891 -0.393 1.945  -0.43
O -2.076 -0.154 2.804  0.11
C -4.242 -1.012 2.233  -0.15
C -4.496 -2.165 1.282  -0.43
H -5.410 -2.702 1.531  0.08
H -3.659 -2.864 1.265  0.09
S -4.749 -1.509 -0.403  1.02
H -4.235 -1.355 3.269  0.13
H -5.023 -0.254 2.124  0.13
C -1.322 0.454 0.294  -0.15
C -0.339 -0.665 0.017  -0.15
C 0.638 -0.982 0.952  -0.01
C 1.528 -2.011 0.713  0.01
C 1.441 -2.743 -0.468  -0.12
C 0.457 -2.430 -1.403  0.01
C -0.426 -1.397 -1.162  0.01
H -1.183 -1.154 -1.895  0.12
H 0.403 -3.008 -2.313  0.12
C 2.367 -3.861 -0.772  -0.46
O 2.302 -4.549 -1.762  0.11
O 3.296 -4.035 0.180  -0.04
C 4.220 -5.088 -0.045  -0.05
H 4.893 -5.091 0.809  0.09
H 4.774 -4.916 -0.970  0.10
H 3.696 -6.043 -0.124  0.10
H 2.290 -2.255 1.436  0.12
H 0.693 -0.418 1.871  0.12
H -0.995 0.993 1.191  0.15
C -2.741 2.285 -2.837  -0.01
H -1.899 2.244 -3.525  0.09
H -3.656 1.990 -3.342  0.08
H -2.817 3.315 -2.496  0.09
H 1.903 3.458 1.797  0.13
H 2.660 1.885 1.431  0.13
H 3.573 5.131 -0.160  0.09
H 4.918 5.143 1.004  0.09

Frontier orbital gap: 8.32 eV
Energy above the lowest of the compared OMol25 structures with the same formula, charge and spin: 14.4 kcal per mole
2S+1: 1
SMILES string: COCCOC(=O)C1=C(C)N=C2SCCC(=O)N2[C@H]1c1ccc(C(=O)OC)cc1
Max |F|: 1.0 eV Å⁻¹